No. 1
{
  "formula": "CH6NPS",
  "method": "the ωB97M-V functional and the def2-TZVPD basis",
  "species": ["C", "S", "P", "N", "H", "H", "H", "H", "H", "H"],
  "positions_angstrom": [[1.719, -0.366, 0.298], [0.655, 1.076, -0.306], [-1.188, 0.860, 0.640], [-1.654, -0.387, -0.329], [2.742, -0.226, -0.017], [1.291, -1.275, -0.071], [1.642, -0.597, 1.375], [-1.420, 2.011, 0.008], [-2.614, -0.705, -0.392], [-1.174, -0.391, -1.207]],
  "forces_ev_per_angstrom": [[-1.3, 0.3, 0.7], [1.9, -0.6, 0.7], [1.2, -0.9, 2.3], [-1.2, -1.3, -0.8], [0.1, 0.1, -0.1], [0.0, -0.5, -1.0], [0.2, 1.0, -0.1], [-0.9, 2.0, -1.2], [0.2, 0.0, 0.2], [-0.1, -0.1, -0.6]],
  "nbo_charge": [-0.72, -0.14, 0.70, -1.19, 0.23, 0.21, 0.22, -0.11, 0.39, 0.39],
  "lumo_ev": 1.022,
  "smiles": "CSPN"
}

No. 2
{
  "formula": "CH4O2PS",
  "method": "the ωB97M-V functional and the def2-TZVPD basis",
  "species": ["C", "O", "O", "P", "S", "H", "H", "H", "H"],
  "positions_angstrom": [[1.013, 0.066, 0.581], [0.735, -1.856, -1.282], [0.272, 0.481, -2.220], [0.813, -0.385, -1.137], [1.193, 1.737, 1.179], [-1.508, -0.862, -0.837], [1.723, -0.495, 1.086], [-1.748, -0.376, -0.256], [-0.031, 2.029, 0.688]],
  "forces_ev_per_angstrom": [[-0.5, 1.0, -2.7], [0.4, -0.5, -0.2], [0.5, 0.4, 0.7], [-0.4, 0.2, 1.8], [-0.9, 0.1, -0.8], [-0.8, 0.9, 1.1], [1.0, -1.7, 0.7], [0.4, -1.0, -1.1], [0.2, 0.6, 0.4]],
  "nbo_charge": [-1.09, -1.12, -1.11, 2.10, -0.08, 0.00, 0.20, -0.01, 0.12],
  "lumo_ev": 3.524,
  "total_charge": -1
}

No. 3
{
  "formula": "C15H23Cl2FO6",
  "method": "the ωB97M-V functional and the def2-TZVPD basis",
  "species": ["C", "C", "O", "C", "O", "O", "C", "H", "H", "H", "H", "H", "H", "H", "H", "C", "C", "O", "C", "O", "O", "C", "H", "H", "H", "H", "H", "H", "H", "H", "F", "C", "C", "C", "C", "C", "C", "H", "H", "H", "H", "H", "Cl", "C", "Cl", "H", "H"],
  "positions_angstrom": [[-5.394, 0.282, -5.183], [-4.559, 1.548, -5.240], [-3.348, 1.313, -4.542], [-2.373, 2.201, -4.753], [-2.470, 3.219, -5.374], [-1.276, 1.761, -4.153], [-0.146, 2.598, -4.275], [-4.962, -0.464, -5.863], [-6.385, 0.468, -5.590], [-5.387, -0.135, -4.182], [-5.122, 2.373, -4.785], [-4.386, 1.880, -6.265], [0.725, 2.096, -3.867], [-0.257, 3.588, -3.838], [0.092, 2.740, -5.338], [-0.709, -3.321, 0.674], [-1.121, -2.582, 1.903], [-0.540, -1.251, 1.789], [-0.925, -0.373, 2.712], [-1.790, -0.529, 3.528], [-0.165, 0.715, 2.569], [-0.594, 1.890, 3.268], [-0.974, -4.377, 0.738], [0.377, -3.294, 0.557], [-1.183, -2.889, -0.204], [-0.774, -2.980, 2.857], [-2.206, -2.486, 1.975], [0.301, 2.332, 3.708], [-1.347, 1.695, 4.019], [-0.930, 2.618, 2.527], [4.898, -2.519, 5.853], [4.609, -1.904, 4.692], [4.789, -0.543, 4.590], [4.525, 0.091, 3.376], [3.930, -0.624, 2.345], [3.710, -1.986, 2.477], [4.070, -2.634, 3.653], [5.193, 0.040, 5.409], [4.738, 1.147, 3.290], [3.726, -0.099, 1.419], [3.149, -2.504, 1.710], [3.937, -3.707, 3.717], [1.445, 0.303, -1.947], [1.193, 0.895, -0.279], [2.471, 2.012, 0.196], [0.218, 1.362, -0.250], [1.226, 0.035, 0.377]],
  "forces_ev_per_angstrom": [[0.8, -0.2, -0.9], [-1.3, 0.5, -0.1], [0.4, -0.2, 0.0], [-0.2, -0.2, 0.1], [-0.1, 0.4, -0.3], [0.0, -0.3, 0.6], [1.0, 0.4, -1.2], [0.1, 0.0, 0.3], [-0.2, 0.1, 0.4], [-0.4, 0.0, 0.1], [0.3, -0.1, 0.2], [0.3, -0.2, 0.0], [-0.3, -0.2, 0.4], [-0.3, -0.1, 0.2], [-0.2, 0.1, 0.1], [0.5, -0.5, -0.1], [-0.3, 0.7, 0.5], [0.0, -0.2, -0.1], [0.1, 0.0, 0.0], [-0.2, -0.1, 0.1], [-0.2, 0.2, -0.1], [0.7, 0.6, -0.3], [-0.2, 0.1, 0.0], [0.0, 0.1, -0.1], [0.1, 0.0, -0.1], [0.1, -0.3, -0.2], [0.1, 0.1, 0.0], [-0.1, -0.2, 0.2], [-0.1, -0.2, 0.0], [-0.3, -0.2, 0.0], [0.1, -0.1, 0.0], [-0.4, 0.1, -0.1], [0.5, 0.5, -0.2], [-0.3, -0.4, 0.5], [0.5, 0.4, -0.3], [-0.3, 0.4, 0.3], [-0.1, -0.5, -0.4], [0.0, -0.2, 0.1], [-0.1, 0.0, -0.1], [-0.2, -0.2, 0.0], [0.3, -0.2, -0.1], [0.0, 0.1, 0.3], [0.0, 0.0, 0.2], [0.1, -0.5, -0.4], [-0.2, 0.2, 0.0], [0.1, 0.2, 0.1], [0.0, 0.0, 0.1]],
  "nbo_charge": [-0.62, -0.07, -0.50, 0.98, -0.64, -0.49, -0.27, 0.21, 0.22, 0.22, 0.18, 0.19, 0.21, 0.19, 0.19, -0.63, -0.07, -0.52, 0.99, -0.64, -0.51, -0.27, 0.22, 0.21, 0.22, 0.19, 0.20, 0.20, 0.22, 0.18, -0.32, 0.39, -0.28, -0.19, -0.23, -0.19, -0.29, 0.23, 0.22, 0.22, 0.21, 0.23, -0.05, -0.38, -0.03, 0.22, 0.24],
  "lumo_ev": 0.492,
  "smiles": "CCOC(=O)OC.CCOC(=O)OC.Fc1ccccc1.ClCCl"
}

No. 4
{
  "formula": "C4H8O2",
  "method": "the ωB97M-V functional and the def2-TZVPD basis",
  "species": ["C", "C", "C", "O", "H", "H", "H", "H", "H", "H", "C", "O", "H", "H"],
  "positions_angstrom": [[-1.575, -0.782, 0.310], [-0.504, -0.668, -0.468], [0.860, -1.225, -0.153], [1.904, -0.274, -0.218], [-1.530, -1.304, 1.262], [-2.533, -0.346, 0.037], [-0.597, -0.150, -1.423], [1.102, -1.975, -0.913], [0.828, -1.732, 0.822], [1.778, 0.369, 0.500], [0.062, 2.029, 0.041], [0.641, 1.946, 1.099], [-1.002, 2.321, -0.021], [0.563, 1.801, -0.917]],
  "forces_ev_per_angstrom": [[0.1, 0.0, 0.0], [-0.2, 0.0, 0.0], [-0.2, -0.4, 0.0], [0.0, 0.2, 0.2], [0.0, 0.1, -0.1], [0.1, -0.1, 0.0], [0.0, -0.1, 0.1], [0.0, 0.0, 0.1], [0.0, 0.1, -0.1], [0.1, -0.1, -0.2], [0.1, 0.1, 0.4], [-0.2, 0.1, -0.5], [0.1, 0.1, 0.1], [0.0, 0.1, 0.2]],
  "nbo_charge": [-0.38, -0.22, -0.10, -0.73, 0.20, 0.20, 0.19, 0.19, 0.16, 0.49, 0.29, -0.54, 0.12, 0.13],
  "lumo_ev": 0.614,
  "smiles": "C=CCO.C=O"
}

No. 5
{
  "formula": "C5H10O",
  "method": "the ωB97M-V functional and the def2-TZVPD basis",
  "species": ["C", "C", "O", "C", "C", "C", "H", "H", "H", "H", "H", "H", "H", "H", "H", "H"],
  "positions_angstrom": [[0.740, -0.760, 1.536], [0.642, -0.747, 0.020], [0.579, -2.104, -0.392], [-0.574, 0.009, -0.517], [-1.019, 1.324, 0.058], [-0.415, 1.277, -1.315], [-0.212, -1.066, 1.980], [1.005, 0.229, 1.923], [1.514, -1.470, 1.841], [1.563, -0.297, -0.384], [0.505, -2.109, -1.354], [-1.364, -0.676, -0.818], [-2.086, 1.511, 0.149], [-0.422, 1.749, 0.860], [0.596, 1.668, -1.413], [-1.053, 1.460, -2.175]],
  "forces_ev_per_angstrom": [[0.0, 0.0, 0.0], [0.0, 0.3, 0.2], [0.0, -0.2, -0.3], [0.0, -0.1, 0.0], [0.0, 0.1, 0.2], [0.1, 0.1, -0.2], [0.1, 0.0, 0.0], [-0.1, -0.2, -0.1], [-0.1, 0.1, 0.0], [-0.1, 0.0, 0.0], [0.0, -0.1, 0.1], [0.0, 0.2, 0.0], [0.2, -0.1, 0.0], [-0.1, 0.0, -0.1], [-0.2, -0.1, 0.0], [0.1, -0.1, 0.2]],
  "nbo_charge": [-0.62, 0.10, -0.72, -0.26, -0.42, -0.42, 0.21, 0.21, 0.22, 0.15, 0.47, 0.22, 0.22, 0.21, 0.21, 0.22],
  "lumo_ev": 1.068,
  "smiles": "C[C@@H](O)C1CC1"
}

What are the E values for these records? In order: -835.978665; -930.553921; -2057.062989; -307.620178; -271.711385 Ha.